An isolated molecule of C3H6N2S, computed with ωB97M-V/def2-TZVPD.

Last column: Löwdin charge in e.
CARTESIAN COORDINATES (ANGSTROEM)
C1 -0.665 0.176 0.452  -0.277
C2 -0.956 -0.926 1.301  -0.435
C3 0.514 1.422 -1.014  -0.176
N1 0.886 -2.363 0.088  -0.360
N2 0.395 0.233 -0.282  -0.083
S1 -0.201 -2.420 1.139  0.923
H1 -1.350 1.165 0.511  0.152
H2 -1.692 -0.883 2.172  0.071
H3 1.552 1.654 -0.972  0.058
H4 0.464 1.219 -2.226  0.136
H5 -0.168 2.228 -0.917  0.049
H6 1.220 -1.506 -0.252  -0.059

Calculated values
Frontier orbital gap (eV): 7.96
Net charge: 0

=====

A structure of composition C40H54CsN7O4SSi3, computed with ωB97M-V/def2-TZVPD.

Last column: Löwdin charge in e.
CARTESIAN COORDINATES (ANGSTROEM)
Cs1 0.287 -0.900 0.102  1.276
C1 1.796 -3.298 -3.782  -0.049
C2 1.543 -3.131 -2.283  -0.540
O1 1.350 -1.954 -1.868  -0.413
C3 1.525 -4.304 -1.516  -0.077
C4 1.244 -4.424 -0.097  -0.388
C5 1.229 -5.821 0.484  -0.076
N1 1.006 -3.396 0.654  -0.158
N2 0.761 -3.702 2.018  0.018
C6 0.161 -2.764 2.703  -0.554
O2 -0.352 -1.640 2.348  -0.436
C7 0.064 -3.113 4.186  -0.132
C8 -0.355 -2.120 5.063  -0.034
C9 -0.463 -2.358 6.431  -0.107
C10 -0.160 -3.612 6.944  -0.136
C11 0.252 -4.618 6.071  -0.116
C12 0.365 -4.370 4.710  -0.045
H1 1.966 -2.318 -4.228  0.047
H2 0.927 -3.750 -4.268  0.070
H3 2.659 -3.942 -3.972  0.062
H4 1.714 -5.230 -2.047  0.064
H5 1.460 -6.559 -0.287  0.051
H6 0.257 -6.047 0.925  0.063
H7 1.952 -5.897 1.298  0.060
H8 -0.597 -1.158 4.632  0.078
H9 -0.784 -1.563 7.096  0.084
H10 -0.244 -3.808 8.007  0.080
H11 0.489 -5.603 6.457  0.084
H12 0.693 -5.136 4.016  0.097
N3 -4.639 1.260 1.960  0.114
C13 -5.798 0.770 1.338  -0.243
C14 -7.044 1.019 1.886  -0.040
C15 -8.198 0.542 1.268  -0.114
C16 -8.099 -0.206 0.112  -0.113
C17 -6.841 -0.466 -0.431  -0.111
C18 -5.693 0.034 0.159  -0.454
S1 -4.116 -0.237 -0.591  0.997
N4 -3.019 0.180 0.624  -0.214
C19 -3.359 0.818 1.653  -0.361
C20 -2.316 1.123 2.706  -0.221
C21 -2.640 1.084 4.052  -0.026
C22 -1.631 1.320 4.979  -0.083
C23 -0.354 1.572 4.523  -0.060
C24 -0.133 1.585 3.152  -0.111
N5 -1.098 1.379 2.263  0.133
H13 -4.752 1.779 2.813  0.121
H14 -7.115 1.599 2.800  0.106
H15 -9.165 0.759 1.703  0.092
H16 -8.987 -0.591 -0.372  0.093
H17 -6.752 -1.055 -1.337  0.103
H18 -3.638 0.818 4.381  0.107
H19 -1.844 1.272 6.040  0.103
H20 0.472 1.731 5.205  0.106
H21 0.862 1.751 2.751  0.094
C25 -2.267 3.786 -0.691  -0.190
O3 -1.270 2.935 -1.169  -0.290
Si1 -0.855 2.847 -2.811  0.249
C26 -1.110 4.631 -3.394  -0.177
C27 -2.272 1.923 -3.626  -0.166
C28 0.735 2.193 -3.064  -0.428
Si2 1.120 1.367 -4.590  0.327
C29 -0.030 -0.045 -5.075  -0.189
C30 1.099 2.511 -6.104  -0.199
C31 2.838 0.585 -4.633  -0.191
Si3 2.061 2.748 -2.051  0.325
C32 1.569 3.489 -0.389  -0.170
C33 3.337 1.412 -1.585  -0.168
C34 3.131 4.095 -2.852  -0.192
H22 -2.136 4.820 -1.036  0.063
H23 -2.227 3.789 0.399  0.070
H24 -3.273 3.461 -0.997  0.074
H25 -2.160 4.949 -3.392  0.017
H26 -0.724 4.709 -4.417  0.016
H27 -0.539 5.333 -2.773  0.023
H28 -3.218 2.291 -3.212  0.017
H29 -2.214 0.848 -3.439  0.021
H30 -2.292 2.083 -4.710  0.022
H31 -0.995 0.318 -5.435  0.004
H32 -0.205 -0.692 -4.209  0.029
H33 0.424 -0.650 -5.870  0.021
H34 0.081 2.889 -6.265  0.011
H35 1.427 2.013 -7.026  0.013
H36 1.745 3.378 -5.922  0.014
H37 2.975 -0.058 -3.762  0.009
H38 3.634 1.338 -4.629  0.016
H39 2.954 -0.030 -5.532  0.023
H40 1.065 2.733 0.223  0.020
H41 0.871 4.327 -0.489  0.025
H42 2.468 3.842 0.134  0.014
H43 2.908 0.409 -1.681  0.012
H44 3.667 1.537 -0.548  -0.001
H45 4.222 1.451 -2.231  0.020
H46 2.496 4.944 -3.130  0.018
H47 3.579 3.704 -3.774  0.010
H48 3.942 4.462 -2.205  -0.001
N6 6.182 3.607 -0.282  0.167
C35 5.513 3.596 0.913  -0.504
O4 5.257 4.604 1.539  0.053
C36 5.129 2.225 1.410  -0.165
C37 5.823 1.084 1.068  -0.041
C38 5.377 -0.141 1.531  -0.045
C39 4.223 -0.170 2.296  -0.119
N7 3.545 0.927 2.631  0.089
C40 4.008 2.105 2.214  -0.090
H49 6.239 4.528 -0.692  0.103
H50 5.976 2.862 -0.930  0.087
H51 6.709 1.140 0.445  0.114
H52 5.885 -1.060 1.273  0.105
H53 3.795 -1.116 2.613  0.117
H54 3.436 2.991 2.464  0.119

Calculated values
Frontier orbital gap (eV): 4.58
Net charge: -2

=====

A cluster of 3 separate species, C2H8BrO2 in total, computed with ωB97M-V/def2-TZVPD.

Last column: Löwdin charge in e.
CARTESIAN COORDINATES (ANGSTROEM)
Br1 -0.024 -1.048 1.068  -0.348
C1 3.375 -1.146 -1.119  -0.215
O1 2.223 -1.940 -1.253  -0.199
H1 3.761 -1.116 -0.094  0.068
H2 4.175 -1.574 -1.726  0.061
H3 3.149 -0.131 -1.457  0.069
H4 1.544 -1.568 -0.646  -0.114
C2 -3.353 1.563 0.808  -0.220
O2 -1.996 1.650 1.134  -0.189
H5 -3.796 0.610 1.141  0.072
H6 -3.918 2.319 1.358  0.062
H7 -3.544 1.624 -0.269  0.064
H8 -1.596 0.757 1.053  -0.113

Calculated values
Frontier orbital gap (eV): 8.29
Net charge: -1

=====

A cluster of 2 separate species, C7H14N4O in total, computed with ωB97M-V/def2-TZVPD.

Last column: Löwdin charge in e.
CARTESIAN COORDINATES (ANGSTROEM)
C1 7.238 6.652 0.972  0.009
C2 -8.416 -6.256 -0.807  -0.416
C3 -8.454 -7.837 -0.836  0.032
C4 -8.496 -7.032 1.375  -0.083
C5 5.861 4.919 -0.799  -0.081
C6 7.237 7.048 -0.363  -0.090
C7 7.072 5.742 -1.218  -0.168
N1 7.496 6.169 2.000  0.391
N2 -8.503 -5.921 0.514  0.122
N3 -8.605 -8.277 0.524  -0.111
N4 -8.754 -9.473 0.864  0.311
O1 -8.353 -5.494 -1.731  0.160
H1 -9.398 -8.125 -1.506  0.219
H2 -7.611 -8.280 -1.194  0.115
H3 -7.650 -7.089 2.058  0.152
H4 -9.243 -7.279 2.148  0.157
H5 4.898 5.559 -0.983  0.128
H6 5.814 4.736 0.235  0.039
H7 5.676 4.006 -1.348  0.087
H8 8.093 7.587 -0.664  0.139
H9 6.582 7.958 -0.463  0.179
H10 7.836 5.103 -1.099  0.084
H11 6.987 6.033 -2.194  0.098
H12 -9.053 -5.138 0.799  0.172
H13 7.566 5.449 2.730  0.184
H14 -8.899 -9.673 1.905  0.168

Calculated values
Frontier orbital gap (eV): 8.42
Net charge: +2

=====

no.,calculated total energy (eV)
1,-17020.499
2,-95997.481
3,-76343.296
4,-15474.462